Entry 1:
16
Properties=species:S:1:pos:R:3:mulliken_charge:R:1 method="wB97M-V/def2-TZVPD" de_lowest_kcal_mol=83.83 charge=0 gap_ev=8.19 lumo_ev=0.2281 spin_multiplicity=1 e_tot_ev=-10801.7959
C 0.32 -0.62 1.37 0.77
C 0.53 0.24 -0.94 -0.48
C 1.47 0.21 0.07 0.89
C -1.52 -0.60 -0.08 0.66
C 2.62 1.14 0.01 -1.10
C -2.92 -0.98 0.03 -1.16
N -0.88 -0.62 1.23 -0.43
N -0.76 -0.26 -1.05 -0.57
N 1.54 -0.49 1.30 -0.66
H 0.82 0.90 -1.89 0.24
H 2.32 2.19 -0.47 0.26
H 3.23 0.81 -0.90 0.29
H 3.30 1.13 0.87 0.35
H -3.51 -1.41 -0.73 0.37
H -3.42 0.01 0.29 0.24
H -3.15 -1.64 0.89 0.31

Entry 2:
27
Properties=species:S:1:pos:R:3:mulliken_charge:R:1 method="wB97M-V/def2-TZVPD" de_lowest_kcal_mol=98.99 charge=-1 gap_ev="5.47 / 2.98" lumo_ev="1.9897 / 0.5926" s_squared=16.197 spin_multiplicity=8 e_tot_ev=-122112.5686
C -1.95 -0.86 0.51 -0.27
C -1.75 -1.36 1.80 -0.87
C -1.84 -0.25 2.72 -0.04
H -1.55 -2.40 2.10 0.34
C -2.02 0.96 1.94 -0.69
C -2.09 0.58 0.59 -0.50
H -2.18 1.26 -0.26 0.37
H -1.95 -1.44 -0.42 0.44
H -1.74 -0.31 3.80 0.72
H -2.02 1.97 2.36 0.37
Gd 0.08 0.12 1.37 0.82
Br 1.25 -0.93 -0.63 -0.38
C 2.78 0.68 -3.59 -0.46
C 1.68 1.47 -4.02 -0.47
C 0.69 0.59 -4.54 -0.48
H 1.61 2.56 -3.97 0.38
C 1.17 -0.74 -4.43 -0.46
C 2.46 -0.68 -3.84 -0.61
H 3.10 -1.54 -3.62 0.41
H 3.70 1.05 -3.14 0.34
H -0.28 0.89 -4.96 0.38
H 0.65 -1.64 -4.75 0.35
O -0.44 -1.28 5.47 -0.54
Cl 0.02 0.00 5.13 1.63
O -0.86 1.05 5.47 -0.54
O 1.37 0.24 5.43 -0.57
O 0.13 0.01 3.47 -0.64